DFT (the ωB97M-V functional and the def2-TZVPD basis) results for an isolated molecule of C18H21NO6S in a non-equilibrium geometry.

Summary:
E, Ha: -1602.86970
Kohn-Sham gap, eV: 9.27
Energy above the lowest of the compared OMol25 structures with the same formula, charge and spin, kJ/mol: 0.0

Positions of all 47 atoms, in Å:
C1 -5.02 -1.99 1.11
H1 -6.06 -1.67 1.21
O1 -4.39 -1.00 0.34
C2 -3.08 -1.15 0.05
C3 -2.28 -2.20 0.46
C4 -0.94 -2.26 0.10
C5 -0.40 -1.23 -0.65
C6 -1.18 -0.17 -1.09
C7 -2.52 -0.12 -0.76
O2 -3.38 0.84 -1.15
C8 -2.93 1.80 -2.09
H2 -2.59 1.32 -3.01
H3 -2.12 2.41 -1.68
H4 -3.80 2.43 -2.30
H5 -0.70 0.59 -1.68
S1 1.29 -1.29 -1.17
O3 1.51 -2.45 -1.99
O4 1.66 -0.03 -1.78
N1 2.18 -1.55 0.22
C9 1.84 -0.95 1.49
H6 0.76 -1.01 1.58
C10 2.30 0.50 1.71
C11 1.45 1.51 0.99
C12 1.99 2.34 0.01
C13 1.20 3.29 -0.61
C14 -0.13 3.44 -0.26
C15 -0.67 2.62 0.71
C16 0.11 1.66 1.33
H7 -0.32 1.03 2.10
H8 -1.71 2.72 1.00
H9 -0.73 4.20 -0.73
H10 1.64 3.93 -1.37
H11 3.03 2.25 -0.25
H12 3.35 0.61 1.43
H13 2.23 0.69 2.79
H14 2.29 -1.59 2.26
C17 3.55 -1.95 -0.02
H15 3.90 -2.57 0.81
C18 4.57 -0.81 -0.22
O5 5.64 -0.83 0.32
O6 4.22 0.17 -1.04
H16 3.30 0.12 -1.40
H17 3.54 -2.55 -0.93
H18 -0.31 -3.09 0.40
H19 -2.69 -3.00 1.06
H20 -5.00 -2.97 0.62
H21 -4.58 -2.08 2.11


DFT (the ωB97M-V functional and the def2-TZVPD basis) results for a structure of composition C18H22AuN2O4S4 in a non-equilibrium geometry.

Summary:
E, Ha: -2837.90506
Multiplicity: 2
Kohn-Sham gap (spin up / spin down), eV: 8.30 / 5.89
Energy above the lowest of the compared OMol25 structures with the same formula, charge and spin, kJ/mol: 29.4

Positions of all 51 atoms, in Å:
Au1 0.24 0.04 1.37
O1 -0.67 -0.83 3.16
N1 -0.85 -2.14 3.18
C1 -1.19 -2.69 4.36
C2 -1.43 -4.03 4.49
C3 -1.29 -4.85 3.36
C4 -0.92 -4.28 2.17
C5 -0.70 -2.90 2.07
S1 -0.27 -2.19 0.55
H1 -1.26 -1.99 5.18
H2 -1.71 -4.43 5.45
H3 -1.48 -5.91 3.43
H4 -0.80 -4.87 1.27
C6 -5.73 2.59 -0.34
C7 -4.66 3.33 -1.14
C8 -3.29 3.32 -0.47
S2 -2.54 1.65 -0.56
O2 -1.50 1.60 0.52
C9 -1.69 1.85 -2.17
C10 -0.60 2.91 -2.18
C11 0.40 2.65 -3.31
H5 -6.71 2.72 -0.79
H6 -5.78 2.96 0.69
H7 -5.52 1.52 -0.30
H8 -4.97 4.37 -1.27
H9 -4.59 2.89 -2.14
H10 -3.36 3.53 0.60
H11 -2.61 4.03 -0.92
H12 -2.49 2.06 -2.90
H13 -1.28 0.86 -2.39
H14 -0.08 2.89 -1.23
H15 -1.03 3.90 -2.31
H16 0.91 1.70 -3.17
H17 1.16 3.42 -3.33
H18 -0.10 2.63 -4.28
O3 6.35 1.05 -1.39
S3 5.08 0.52 -1.79
O4 4.83 0.34 -3.19
N2 3.85 1.38 -1.09
C12 3.20 0.64 -0.24
S4 1.90 1.48 0.55
C13 3.66 -0.73 -0.05
C14 3.22 -1.74 0.79
C15 3.83 -2.98 0.73
C16 4.89 -3.22 -0.14
C17 5.37 -2.21 -0.97
C18 4.74 -0.99 -0.90
H19 2.40 -1.55 1.47
H20 3.49 -3.77 1.38
H21 5.35 -4.20 -0.17
H22 6.20 -2.37 -1.63


DFT (the ωB97M-V functional and the def2-TZVPD basis) results for a structure of composition C18H22BClN6O5PtS4 in a non-equilibrium geometry.

Summary:
E, Ha: -3600.72191
Kohn-Sham gap (spin up / spin down), eV: 5.16 / 5.25
Energy above the lowest of the compared OMol25 structures with the same formula, charge and spin, kJ/mol: 286.1

Positions of all 58 atoms, in Å:
Pt1 0.10 0.01 0.53
C1 1.74 1.74 3.56
C2 0.31 1.31 3.61
C3 -0.59 1.44 4.68
C4 -1.79 0.92 4.23
C5 -3.09 0.79 4.96
N1 -1.61 0.51 2.97
N2 -0.32 0.74 2.59
B1 -2.65 -0.09 1.97
N3 -2.12 -1.51 1.60
N4 -0.78 -1.71 1.70
C6 -0.58 -3.04 1.64
C7 0.78 -3.64 1.85
C8 -1.81 -3.68 1.50
C9 -2.76 -2.67 1.46
C10 -4.24 -2.78 1.27
N5 -2.69 0.87 0.77
N6 -1.53 1.51 0.41
C11 -1.84 2.39 -0.54
C12 -0.81 3.27 -1.16
C13 -3.22 2.35 -0.76
C14 -3.71 1.37 0.07
C15 -5.11 0.87 0.20
H1 2.00 2.27 4.47
H2 1.91 2.40 2.71
H3 2.40 0.88 3.45
H4 -0.38 1.86 5.65
H5 -2.97 1.16 5.97
H6 -3.42 -0.24 4.99
H7 -3.87 1.38 4.47
H8 -3.74 -0.19 2.47
H9 1.53 -2.85 1.91
H10 1.04 -4.31 1.03
H11 0.79 -4.21 2.77
H12 -1.98 -4.74 1.43
H13 -4.54 -3.82 1.33
H14 -4.51 -2.39 0.29
H15 -4.78 -2.21 2.03
H16 0.10 3.26 -0.56
H17 -1.18 4.29 -1.25
H18 -0.56 2.90 -2.15
H19 -3.77 2.95 -1.47
H20 -5.79 1.53 -0.33
H21 -5.42 0.80 1.24
H22 -5.19 -0.13 -0.24
O1 5.68 -0.52 -3.39
C16 4.75 -0.49 -2.65
S1 4.47 0.85 -1.49
C17 3.01 0.23 -0.81
C18 2.54 -1.01 -1.31
S2 1.23 -1.81 -0.71
S3 3.48 -1.73 -2.58
S4 2.29 1.05 0.44
O2 -2.03 0.52 -3.17
Cl1 -1.06 -0.30 -2.51
O3 -0.54 -1.32 -3.39
O4 -1.65 -0.93 -1.32
O5 0.07 0.53 -2.04


DFT (the ωB97M-V functional and the def2-TZVPD basis) results for a structure of composition C18H22BF6O18Pd in a non-equilibrium geometry.

Summary:
E, Ha: -2804.88040
Multiplicity: 3
Charge: +1
Kohn-Sham gap (spin up / spin down), eV: 7.92 / 5.07
Energy above the lowest of the compared OMol25 structures with the same formula, charge and spin, kJ/mol: 450.8

Positions of all 66 atoms, in Å:
Pd1 1.42 -2.05 0.46
B1 1.57 0.13 0.27
H1 0.68 0.08 0.87
H2 2.47 -0.14 0.81
H3 1.42 -0.50 -0.59
H4 1.68 1.15 -0.06
C1 -1.17 1.90 -0.46
C2 -2.18 2.68 -1.24
O1 -3.36 2.12 -0.80
C3 -3.23 1.72 0.48
O2 -4.13 1.35 1.26
O3 -1.90 1.69 0.75
F1 -1.99 2.39 -2.53
H5 -0.26 2.49 -0.36
H6 -0.89 0.91 -0.81
H7 -2.07 3.76 -1.11
C4 1.92 1.84 3.17
C5 2.83 0.74 3.75
O4 3.23 1.37 4.95
C6 2.89 2.59 5.00
O5 3.06 3.31 5.96
O6 2.43 2.88 3.75
F2 3.92 0.54 2.99
H8 0.86 1.73 3.43
H9 2.00 1.92 2.09
H10 2.30 -0.20 3.90
C7 4.41 -0.11 -1.54
C8 3.70 0.88 -2.46
O7 4.37 0.66 -3.64
C9 5.58 0.21 -3.47
O8 6.50 0.37 -4.30
O9 5.63 -0.29 -2.16
F3 4.04 2.10 -2.07
H11 3.93 -1.09 -1.54
H12 4.37 0.35 -0.55
H13 2.61 0.85 -2.46
C10 -4.16 -2.21 -0.01
C11 -4.05 -2.13 -1.53
O10 -2.63 -2.23 -1.75
C12 -1.98 -1.95 -0.65
O11 -0.71 -1.86 -0.46
O12 -2.87 -1.71 0.35
F4 -4.39 -0.91 -1.91
H14 -4.23 -3.26 0.27
H15 -4.99 -1.59 0.31
H16 -4.64 -2.88 -2.06
C13 -2.23 0.07 4.06
C14 -2.88 -1.24 3.71
O13 -1.91 -1.98 2.99
C15 -0.80 -1.36 2.98
O14 0.14 -1.90 2.44
O15 -0.84 -0.17 3.66
F5 -3.98 -1.08 2.89
H17 -2.27 0.20 5.14
H18 -2.72 0.91 3.57
H19 -3.24 -1.78 4.59
C16 -0.74 -0.27 -3.82
C17 -1.00 -1.54 -4.62
O16 0.21 -2.19 -4.57
C18 0.97 -1.71 -3.56
O17 1.99 -2.21 -3.10
O18 0.34 -0.64 -3.06
F6 -1.22 -1.17 -5.90
H20 -1.47 -0.01 -3.05
H21 -0.48 0.57 -4.46
H22 -1.83 -2.11 -4.20


DFT (the ωB97M-V functional and the def2-TZVPD basis) results for a cluster of 2 separate species, C18H22ClF8NO7S in total in a non-equilibrium geometry.

Summary:
E, Ha: -2937.82767
Kohn-Sham gap, eV: 8.33

Positions of all 58 atoms, in Å:
O1 5.79 -2.71 -1.04
C1 5.13 -1.73 -1.29
O2 5.71 -0.50 -1.55
C2 4.66 0.39 -1.68
O3 4.66 1.35 -2.43
C3 3.47 -0.22 -1.02
C4 2.29 0.53 -0.51
C5 2.54 2.03 -0.42
O4 1.64 2.70 0.43
C6 0.30 2.42 0.15
C7 -0.61 3.47 0.74
F1 -0.52 3.38 2.09
F2 -1.88 3.19 0.40
C8 -0.26 4.93 0.40
F3 -1.23 5.73 0.91
F4 0.88 5.27 1.01
C9 -0.12 5.27 -1.10
F5 1.03 4.78 -1.59
F6 -0.04 6.62 -1.19
C10 -1.28 4.88 -2.03
F7 -2.47 5.10 -1.46
F8 -1.17 3.59 -2.42
C11 3.65 -1.54 -1.06
C12 2.82 -2.75 -0.81
C13 1.33 -2.54 -0.58
C14 0.58 -2.31 -1.90
C15 -0.66 -1.43 -1.77
S1 -2.12 -2.35 -1.34
O5 -1.87 -3.36 -0.35
O6 -3.12 -1.41 -0.94
Cl1 -2.85 -3.28 -3.00
H1 1.37 0.26 -1.01
H2 2.20 0.21 0.53
H3 2.55 2.48 -1.42
H4 3.52 2.20 0.00
H5 -0.02 1.48 0.60
H6 0.13 2.32 -0.92
H7 -1.21 5.50 -2.92
H8 2.85 -3.27 -1.77
H9 3.26 -3.44 -0.10
H10 0.96 -3.48 -0.19
H11 1.10 -1.80 0.17
H12 0.26 -3.28 -2.26
H13 1.24 -1.89 -2.66
H14 -0.87 -0.97 -2.72
H15 -0.60 -0.67 -1.00
C16 -3.31 -3.06 4.92
C17 -2.55 -2.66 3.68
O7 -1.37 -2.33 3.73
N1 -3.21 -2.69 2.50
C18 -4.59 -3.05 2.25
H16 -2.64 -2.99 5.78
H17 -4.16 -2.40 5.08
H18 -3.67 -4.09 4.84
H19 -2.64 -2.42 1.72
H20 -4.63 -3.89 1.56
H21 -5.12 -2.21 1.80
H22 -5.10 -3.33 3.17


DFT (the ωB97M-V functional and the def2-TZVPD basis) results for an isolated molecule of C18H22FN3O5S in a non-equilibrium geometry.

Summary:
E, Ha: -1737.67177
Kohn-Sham gap, eV: 8.83
Energy above the lowest of the compared OMol25 structures with the same formula, charge and spin, kJ/mol: 0.0

Positions of all 50 atoms, in Å:
C1 -3.31 -3.36 0.63
C2 -2.19 -3.50 -0.38
H1 -2.53 -4.00 -1.29
H2 -1.33 -4.05 0.02
O1 -1.75 -2.19 -0.76
C3 -0.44 -1.97 -0.90
O2 0.41 -2.82 -0.83
C4 -0.21 -0.55 -1.20
C5 0.80 0.00 -1.94
N1 0.53 1.33 -2.08
C6 -0.63 1.65 -1.43
C7 -1.11 0.49 -0.86
S1 -2.37 0.32 0.36
O3 -3.67 0.07 -0.18
O4 -1.88 -0.54 1.42
N2 -2.44 1.89 0.99
H3 -3.40 2.11 1.21
C8 -1.53 2.20 2.08
C9 -0.08 2.13 1.58
O5 0.49 3.11 1.17
N3 0.44 0.89 1.68
C10 1.70 0.44 1.27
C11 2.68 1.29 0.75
C12 3.90 0.78 0.37
C13 4.19 -0.57 0.50
C14 3.21 -1.40 1.02
C15 1.97 -0.92 1.40
H4 1.23 -1.60 1.79
F1 3.47 -2.71 1.17
H5 5.14 -0.99 0.21
H6 4.65 1.44 -0.03
H7 2.47 2.34 0.66
H8 -0.22 0.14 1.91
H9 -1.73 3.22 2.40
H10 -1.67 1.51 2.93
C16 -1.18 3.02 -1.46
H11 -1.17 3.41 -2.48
H12 -2.20 3.01 -1.10
H13 -0.60 3.69 -0.83
C17 1.36 2.30 -2.75
H14 0.91 2.61 -3.69
H15 2.33 1.86 -2.95
H16 1.49 3.17 -2.12
C18 1.99 -0.67 -2.54
H17 2.91 -0.26 -2.13
H18 1.94 -1.72 -2.29
H19 2.00 -0.55 -3.62
H20 -2.95 -2.84 1.51
H21 -3.67 -4.35 0.91
H22 -4.12 -2.78 0.20


DFT (the ωB97M-V functional and the def2-TZVPD basis) results for an isolated molecule of C18H22N2O.

Summary:
E, Ha: -883.89094
Kohn-Sham gap, eV: 8.80
Energy above the lowest of the compared OMol25 structures with the same formula, charge and spin, kJ/mol: 38.0

Positions of all 43 atoms, in Å:
C1 -7.02 -0.37 0.97
H1 -6.62 -0.86 1.85
H2 -6.88 0.70 1.08
H3 -8.09 -0.57 0.92
C2 -6.33 -0.88 -0.29
C3 -4.85 -0.60 -0.23
C4 -4.34 0.60 -0.70
C5 -2.99 0.90 -0.60
C6 -2.12 -0.03 -0.03
C7 -2.63 -1.23 0.45
C8 -3.98 -1.51 0.35
H4 -4.36 -2.45 0.72
H5 -1.96 -1.96 0.90
N1 -0.74 0.19 0.09
C9 -0.02 1.30 -0.23
O1 -0.48 2.33 -0.68
C10 1.44 1.15 0.05
C11 2.13 -0.04 -0.16
C12 3.50 -0.10 0.11
N2 4.16 0.96 0.55
C13 3.51 2.10 0.74
C14 2.16 2.26 0.50
H6 1.65 3.20 0.65
H7 4.12 2.92 1.09
C15 4.32 -1.35 -0.14
C16 4.78 -1.30 -1.61
H8 3.92 -1.27 -2.28
H9 5.38 -0.42 -1.78
H10 5.37 -2.18 -1.84
C17 3.51 -2.63 0.10
H11 4.17 -3.49 0.07
H12 3.04 -2.60 1.08
H13 2.74 -2.77 -0.65
C18 5.54 -1.35 0.77
H14 6.18 -2.20 0.55
H15 6.11 -0.44 0.64
H16 5.24 -1.41 1.81
H17 1.62 -0.90 -0.56
H18 -0.24 -0.57 0.52
H19 -2.60 1.83 -0.97
H20 -5.00 1.33 -1.15
H21 -6.49 -1.95 -0.38
H22 -6.76 -0.39 -1.16


DFT (the ωB97M-V functional and the def2-TZVPD basis) results for a structure of composition C18H22N2O2S in a non-equilibrium geometry.

Summary:
E, Ha: -1356.70872
Kohn-Sham gap, eV: 7.48
Energy above the lowest of the compared OMol25 structures with the same formula, charge and spin, kJ/mol: 1629.0

Positions of all 45 atoms, in Å:
C1 -0.81 -3.59 -3.55
C2 -1.35 -2.26 -3.02
C3 -1.07 -2.01 -1.76
C4 -1.53 -0.73 -1.04
N1 -1.36 -0.33 0.32
C5 -1.64 0.60 0.94
C6 -2.34 1.55 0.33
C7 -2.51 1.51 -1.25
C8 -2.08 0.29 -1.84
C9 -2.41 -0.08 -3.18
C10 -1.73 -1.34 -3.78
H1 -1.93 -1.40 -4.79
H2 -3.00 0.79 -3.75
H3 -3.01 2.08 -1.85
C11 -2.69 3.01 0.79
H4 -1.80 3.29 1.36
H5 -3.50 2.66 1.75
H6 -3.21 3.52 0.23
S1 -1.27 0.88 2.37
C12 -0.40 -0.76 3.11
C13 1.06 -0.52 2.66
O1 2.03 -0.36 3.50
N2 1.31 -1.17 1.38
C14 2.55 -1.06 0.81
H7 2.93 -1.68 0.06
H8 3.18 -0.62 1.39
C15 2.21 0.23 -0.27
C16 2.18 1.53 0.06
H9 1.63 2.12 -0.44
C17 3.45 1.99 0.53
H10 3.85 1.79 1.42
C18 4.38 1.42 -0.54
H11 4.73 1.90 -1.36
H12 5.16 0.89 0.04
O2 3.53 0.32 -1.05
H13 3.72 3.02 0.25
H14 1.45 1.69 0.98
H15 1.57 -0.39 -0.99
H16 0.44 -1.24 0.84
H17 -0.37 -0.75 4.19
H18 -1.11 -1.63 2.68
H19 -0.38 -2.88 -0.81
H20 -0.03 -3.27 -4.24
H21 -1.68 -4.00 -3.85
H22 -0.16 -4.07 -2.81


DFT (the ωB97M-V functional and the def2-TZVPD basis) results for an isolated molecule of C18H22N2O3.

Summary:
E, Ha: -1034.35357
Kohn-Sham gap, eV: 9.29
Energy above the lowest of the compared OMol25 structures with the same formula, charge and spin, kJ/mol: 124.5

Positions of all 45 atoms, in Å:
C1 1.33 4.12 -0.09
C2 1.16 2.97 -1.03
C3 1.80 2.93 -2.22
C4 1.64 1.83 -3.14
O1 2.16 1.71 -4.23
O2 0.80 0.82 -2.72
C5 0.16 0.84 -1.55
C6 0.29 1.88 -0.67
C7 -0.38 1.88 0.67
O3 0.22 2.08 1.70
N1 -1.72 1.67 0.62
H1 -2.13 1.43 -0.27
C8 -2.51 1.46 1.80
H2 -2.48 2.36 2.42
C9 -1.98 0.30 2.65
N2 -1.66 -0.87 1.85
C10 -2.84 -1.57 1.41
H3 -2.55 -2.42 0.78
H4 -3.45 -1.95 2.25
H5 -3.47 -0.91 0.81
C11 -0.74 -1.77 2.54
C12 -0.04 -2.68 1.56
C13 1.02 -2.19 0.81
C14 1.66 -2.99 -0.12
C15 1.25 -4.30 -0.31
C16 0.20 -4.80 0.44
C17 -0.44 -3.99 1.37
H6 -1.26 -4.39 1.96
H7 -0.13 -5.82 0.31
H8 1.75 -4.93 -1.03
H9 2.49 -2.60 -0.69
H10 1.35 -1.17 0.96
H11 0.01 -1.16 3.04
H12 -1.26 -2.37 3.30
H13 -1.06 0.64 3.12
H14 -2.71 0.07 3.45
H15 -3.54 1.29 1.49
C18 -0.66 -0.39 -1.34
H16 -0.12 -1.24 -1.74
H17 -1.59 -0.31 -1.90
H18 -0.88 -0.56 -0.29
H19 2.46 3.72 -2.54
H20 1.67 3.75 0.88
H21 0.37 4.61 0.06
H22 2.04 4.83 -0.49